Below is a cluster of 18 separate species, H36O18 in total in a non-equilibrium geometry, with properties calculated with ωB97M-V/def2-TZVPD.

```
54
H36O18, DFT ωB97M-V/def2-TZVPD
O -1.8485 -4.5439 3.0486
H -2.6113 -4.1486 3.4810
H -1.0936 -4.2414 3.5595
O -1.7369 0.8664 -5.9378
H -0.9688 0.4680 -6.3735
H -2.2390 0.0513 -5.7971
O 1.1795 -0.4058 -5.8199
H 0.9911 -0.1305 -4.9153
H 1.8676 0.2523 -5.9945
O 0.2342 -0.9403 0.4259
H 1.0623 -0.8243 -0.0708
H 0.2540 -1.9096 0.2908
O 2.6749 -3.1672 -1.8185
H 2.2201 -3.4797 -2.5950
H 3.4316 -2.6400 -2.0818
O -3.2166 2.1719 -3.8450
H -3.0858 2.9775 -4.3603
H -2.5500 1.6249 -4.2888
O 1.1510 -3.6431 0.7358
H 0.4434 -4.2087 1.0484
H 1.4894 -4.1538 -0.0057
O -1.9876 -2.4729 -2.0539
H -2.8949 -2.6543 -1.8155
H -1.8612 -2.7293 -2.9254
O 1.4519 0.4508 2.5161
H 1.2128 0.4040 3.4342
H 1.0490 -0.1384 1.8624
O -1.9916 0.1369 4.8474
H -2.6380 -0.5666 4.7331
H -2.4587 0.8094 5.3482
O -2.3655 0.0830 1.8561
H -1.6844 -0.1263 2.5041
H -1.9262 0.0030 1.0020
O 3.2471 4.4745 1.1181
H 3.3463 4.5125 2.0543
H 2.2966 4.6360 1.0569
O 4.3321 0.5465 -0.1888
H 4.9967 1.1194 0.2266
H 4.4172 1.0134 -1.0379
O 1.8006 0.8853 -2.2174
H 0.8685 1.1031 -2.0820
H 2.0985 0.9852 -1.3009
O 0.4021 2.8647 3.8596
H 0.8094 3.6816 3.5975
H 0.5113 2.2646 3.1105
O -5.3715 0.1732 2.2278
H -4.9141 0.2287 3.0796
H -4.5843 -0.1660 1.7759
O -2.4829 3.0059 -1.2176
H -2.8644 3.1356 -2.0972
H -3.0688 2.3709 -0.8574
O 4.2893 -0.0021 3.3335
H 4.8745 -0.2606 2.6209
H 3.4417 0.2533 2.9433
```

Calculated values
LUMO energy = -0.185 eV
highest occupied orbital energy = -10.69 eV
energy relative to the best compared isomer or geometry (same formula, charge and spin) = 3.276 eV
frontier orbital gap = 10.51 eV

=====

Below is a cluster of 2 separate species, C4H10O2S2 in total in a non-equilibrium geometry, with properties calculated with ωB97M-V/def2-TZVPD.

```
18
C4H10O2S2, DFT ωB97M-V/def2-TZVPD
C -0.5575 -0.8788 1.0849
C 0.7671 -0.1216 0.7430
C 0.5851 0.9269 -0.4166
C -0.6147 1.9356 -0.1093
H -2.8999 -0.4040 1.2788
H -0.2871 -1.6234 1.7075
H -0.7776 -1.2021 0.0391
H 1.0974 0.1465 1.8295
H 1.4836 -2.5198 -0.3613
H 1.5988 1.0200 -0.7454
H 0.6785 -0.3740 -2.6294
H -0.3957 2.6121 -0.9051
H -0.2267 2.6962 0.7798
H -2.0914 0.7301 0.4995
O -1.4736 -0.0397 1.8542
O -1.8117 1.4229 -0.1839
S 2.0345 -1.4920 0.3620
S -0.3456 0.0345 -1.7786
```

Calculated values
LUMO energy = -1.711 eV
highest occupied orbital energy = -9.05 eV
energy relative to the best compared isomer or geometry (same formula, charge and spin) = 7.164 eV
frontier orbital gap = 7.34 eV

=====

Below is a structure of composition AgCl5IO20 in a non-equilibrium geometry, with properties calculated with ωB97M-V/def2-TZVPD.

```
27
AgCl5IO20, DFT ωB97M-V/def2-TZVPD
Ag -0.4827 0.5028 0.0535
I -2.3259 1.6004 -1.9473
Cl 0.3357 -1.8915 -4.1600
O 0.2449 -2.2511 -2.7811
O -0.3483 -2.8493 -4.9182
O -0.1476 -0.6611 -4.4848
O 1.6996 -1.9438 -4.4821
Cl -1.4980 -2.6655 0.8786
O -0.3106 -2.1368 0.3283
O -2.5939 -2.0723 0.1725
O -1.7017 -4.0563 0.8539
O -1.3792 -2.4048 2.2428
Cl 1.6081 -0.0157 3.5423
O 0.8839 -0.0684 2.2781
O 1.6229 1.3409 4.0722
O 1.0410 -1.0206 4.3718
O 2.8968 -0.3053 3.0870
Cl 2.3324 1.7229 -2.1257
O 1.3965 1.8896 -3.2551
O 3.1374 0.6687 -2.6304
O 2.9452 3.0233 -1.8290
O 1.5720 1.4786 -0.8964
Cl -2.2291 2.4463 2.3363
O -1.9911 3.0490 3.5840
O -0.9038 2.5637 1.7275
O -2.5104 0.9852 2.3751
O -3.2940 3.0710 1.6060
```

Calculated values
LUMO energy (spin up / spin down) = 7.669 / 6.370 eV
highest occupied orbital energy (spin up / spin down) = 1.41 / 1.41 eV
frontier orbital gap (spin up / spin down) = 6.26 / 4.96 eV
charge = -4
spin multiplicity = 2

=====

Below is the molecule C2H4ClFS in a non-equilibrium geometry, with properties calculated with ωB97M-V/def2-TZVPD.

```
9
C2H4ClFS, DFT ωB97M-V/def2-TZVPD
C -0.0690 -0.3711 0.6152
C -0.8373 0.1085 -0.7196
F -2.1153 0.3321 -0.5749
S -0.1012 1.5951 -1.4023
Cl -0.5945 -1.3140 -1.9306
H 1.0209 -0.3051 0.3913
H -0.3985 0.3705 1.5080
H -0.3844 -1.4603 0.9251
H 1.1310 1.2487 -0.9014
```

Calculated values
LUMO energy = 0.641 eV
highest occupied orbital energy = -9.76 eV
SMILES = C[C@@](F)(S)Cl
energy relative to the best compared isomer or geometry (same formula, charge and spin) = 0.627 eV
frontier orbital gap = 10.40 eV

=====

Below is a cluster of 5 separate species, C2H16NO4S2 in total in a non-equilibrium geometry, with properties calculated with ωB97M-V/def2-TZVPD.

```
25
C2H16NO4S2, DFT ωB97M-V/def2-TZVPD
N -0.2114 -0.1016 0.3387
C -1.3716 -0.8913 -0.3113
C -0.6998 -1.7816 -1.3358
S -0.6564 -1.0302 -3.1590
S -0.0421 0.7264 -3.3591
H -0.4820 0.8986 0.2967
H 0.6675 -0.1899 0.0405
H -0.1987 -0.1071 1.3384
H -2.0299 -0.0209 -0.7930
H -1.8041 -1.4720 0.4439
H 0.2853 -2.1519 -1.0930
H -1.2458 -2.6431 -1.4679
H 1.0283 0.3432 -4.1119
H -0.1620 2.8690 2.1401
H 1.0935 3.0636 1.2800
O 0.3506 2.4740 1.4177
H -1.5371 -0.4648 3.6707
H -1.1062 -1.8163 3.3637
O -1.3435 -0.9147 2.8616
H 2.6193 -2.0952 1.1503
H 2.7086 -2.7053 -0.1479
O 2.3591 -1.8919 0.2139
H 0.2410 3.3160 -1.6810
H 1.2118 3.1078 -0.3481
O 0.3257 3.4793 -0.7481
```

Calculated values
LUMO energy (spin up / spin down) = -7.629 / -11.643 eV
highest occupied orbital energy (spin up / spin down) = -17.24 / -17.24 eV
energy relative to the best compared isomer or geometry (same formula, charge and spin) = 1.848 eV
frontier orbital gap (spin up / spin down) = 9.61 / 5.60 eV
charge = +2
spin multiplicity = 2

=====

Below is a structure of composition C6H6ClN2O3S in a non-equilibrium geometry, with properties calculated with ωB97M-V/def2-TZVPD.

```
19
C6H6ClN2O3S, DFT ωB97M-V/def2-TZVPD
C -1.6987 0.4968 1.9501
C -1.4021 1.0127 0.6794
C -0.7569 -0.5205 2.4168
C 0.3019 -0.4876 0.3659
C 1.6694 -0.7980 -1.8543
C 1.4459 -0.9106 -0.3260
N -0.4621 0.4824 -0.0799
N 0.2338 -0.8976 1.6079
O 2.2763 1.0171 1.8405
O 3.8450 0.7310 -0.0603
O 1.8139 2.0851 -0.2383
S 2.5181 1.0618 0.4503
Cl 2.3095 -2.2430 0.4176
H -2.4740 0.9060 2.5353
H -1.8260 1.9773 0.3110
H -0.8012 -0.8202 3.4758
H 2.7834 -0.7402 -1.9458
H 1.3455 0.2197 -2.1031
H 1.2458 -1.7965 -2.3634
```

Calculated values
LUMO energy (spin up / spin down) = 3.466 / 1.565 eV
highest occupied orbital energy (spin up / spin down) = -1.06 / -5.42 eV
frontier orbital gap (spin up / spin down) = 4.53 / 6.98 eV
charge = -1
spin multiplicity = 3

=====

| no. | E_tot (a.u.) |
| --- | --- |
| 1 | -1375.866514 |
| 2 | -1105.017721 |
| 3 | -4248.896896 |
| 4 | -1036.820461 |
| 5 | -1237.137402 |
| 6 | -1425.755507 |